1.
A cluster of 2 separate species, C6H12NO in total, computed with ωB97M-V with the def2-TZVPD basis set.

```
20
Properties=species:S:1:pos:R:3:forces:R:3:mulliken_charge:R:1
H 0.520773 0.816363 -0.315662 -0.5 1.3 1.0 0.0719
H 0.399363 -1.969260 1.860308 -0.4 1.1 0.0 0.3505
H -1.684478 3.576440 0.835934 1.1 1.3 1.8 0.3071
C -1.408573 1.679324 -0.030068 -2.0 -0.6 -2.1 -0.0101
H 0.982823 0.438189 2.231785 -1.4 0.1 -0.1 0.2622
H 0.419687 2.283707 0.796817 0.1 -0.6 0.2 0.4802
C 0.955286 -2.214973 -2.425792 -2.0 1.3 3.1 -0.1502
H -3.044579 3.054074 -0.106375 -0.6 -0.3 -0.4 0.2767
H -0.556218 -1.632815 0.449009 1.2 1.3 0.5 0.3255
H -0.901590 0.019179 2.386228 1.8 1.2 -1.3 0.3328
C -2.101619 2.791844 0.318599 0.2 -1.8 -1.6 -0.7774
C 0.289089 -1.161781 1.079787 -2.9 -2.0 1.3 -0.5584
C 0.020313 0.242831 1.671903 -0.7 -0.5 1.4 -0.2863
H 0.893489 -3.278051 -1.958080 0.4 1.4 -0.5 0.3022
H 1.395378 -1.080272 -0.522419 0.5 0.6 2.4 0.4619
H -1.911104 1.089256 -0.984221 1.4 1.0 2.9 0.1673
O 1.498864 -1.092015 0.513848 2.0 -0.4 -3.8 -0.4195
H 1.131790 -2.155007 -3.485267 0.1 0.2 -0.8 0.3407
N 0.600350 -1.205192 -1.729904 1.5 -3.5 -3.0 -0.1374
C -0.060944 1.331198 0.520652 0.1 -1.3 -1.1 -0.3398
```
Positions in Å, forces in eV/Å.

Summary:
LUMO level = -0.34345 Eh
orbital gap = 3.471 eV
charge = +1
energy above the lowest of the compared OMol25 structures with the same formula, charge and spin = 8.3229 eV

2.
A structure of composition C4H10N2O2, computed with ωB97M-V with the def2-TZVPD basis set.

```
18
Properties=species:S:1:pos:R:3:forces:R:3:mulliken_charge:R:1
H 1.754882 -4.294470 -1.312248 -1.0 0.0 0.0 0.2486
H 0.824703 4.779834 0.402599 -3.6 0.3 2.5 0.1482
O 0.724876 -2.022618 -1.575129 -2.5 -1.8 3.1 -0.6169
C -0.449380 2.971853 0.853445 -5.1 -2.3 3.0 0.5412
H -1.233048 5.243747 0.886302 2.8 -1.8 0.9 0.2783
H -1.399423 -1.863102 0.248780 0.1 0.4 0.0 0.2254
N 0.250225 2.510681 -0.179468 6.1 1.9 0.0 -0.4782
H 0.369321 -5.251783 -0.382492 0.5 2.4 -2.1 0.2804
C 0.654274 -4.339754 -1.162251 -1.3 -0.4 2.3 -0.7870
H 0.048919 4.407326 2.166885 0.0 1.3 1.1 0.2722
O -1.254019 2.168654 1.509839 3.0 3.9 -2.3 -0.6315
H 1.351272 3.199604 0.155343 -3.8 -3.3 -2.3 0.2902
C 0.140697 -2.881773 -0.820404 2.6 1.7 -3.0 0.5243
H 0.384685 1.481199 -0.407299 -0.3 1.7 1.0 0.2463
H -1.076475 -3.605877 0.550028 -0.4 2.0 -0.6 0.2357
C -0.257613 4.575090 1.160048 1.0 -1.9 -3.9 -0.6680
H 0.092488 -4.368262 -2.109892 0.6 -1.1 0.2 0.2428
N -0.926386 -2.710349 0.015914 1.3 -3.1 0.2 -0.3521
```
Positions in Å, forces in eV/Å.

Summary:
LUMO level = 0.01089 Eh
orbital gap = 9.791 eV
charge = 0
energy above the lowest of the compared OMol25 structures with the same formula, charge and spin = 5.0456 eV

3.
A cluster of 2 separate species, C4H4BrCl5 in total, computed with ωB97M-V with the def2-TZVPD basis set.

```
14
Properties=species:S:1:pos:R:3:forces:R:3:mulliken_charge:R:1
Cl 0.661597 -1.766726 1.776417 2.2 -0.3 0.4 -0.1093
C -0.821030 -1.271641 1.154306 -1.9 -0.4 -0.4 0.6724
H 1.639896 0.502131 -1.415891 1.4 -0.9 -3.1 0.4829
C 0.032746 1.158495 -0.430823 -0.7 -3.0 1.5 -0.4504
Cl 2.450413 2.466185 -0.232978 -0.2 -0.8 -0.3 -0.1870
H -0.460985 1.705470 0.370744 0.8 -0.4 0.4 0.5039
Cl -1.498727 -0.027136 2.175317 -0.5 0.5 0.5 -0.1273
C -0.841605 -0.783699 -0.253930 -1.1 4.7 -1.9 -0.7866
H -1.912786 -0.565998 -0.742978 2.3 -0.4 1.8 0.4613
Cl 0.016150 -1.692817 -1.389082 0.8 -1.2 -0.8 -0.0684
H 1.822219 0.233679 0.215780 1.1 -2.1 2.6 0.3008
C 1.580295 0.904603 -0.491402 -3.8 4.1 0.5 -0.5109
Cl -1.882576 -2.732407 1.208919 -0.4 0.0 0.0 -0.1529
Br -0.785607 1.869860 -1.944399 0.0 0.2 -1.1 -0.0286
```
Positions in Å, forces in eV/Å.

Summary:
LUMO level = 0.00291 Eh
orbital gap = 9.566 eV
charge = 0
energy above the lowest of the compared OMol25 structures with the same formula, charge and spin = 1.1471 eV

4.
A cluster of 2 separate species, CH6NO2 in total, computed with ωB97M-V with the def2-TZVPD basis set.

```
10
Properties=species:S:1:pos:R:3:forces:R:3:mulliken_charge:R:1
N -0.901702 0.693831 0.030276 -1.9 1.4 -0.5 -0.7049
H -0.793018 1.734222 -0.010683 -0.3 -1.1 0.5 0.2290
H 2.673157 -0.456910 -1.878158 2.7 -1.4 -0.6 0.3567
H -1.279330 -0.784368 1.254701 -0.3 -0.8 0.9 0.2336
H -2.762060 0.246159 0.973843 -0.3 -0.6 -0.4 0.1913
H 2.880451 -1.920014 -2.132279 1.7 1.3 0.0 0.3248
O 3.475719 -1.098952 -2.092801 -4.4 0.1 0.6 -0.6898
C -1.715863 0.224638 1.310682 0.7 2.6 -0.6 -0.2436
O -1.572654 1.022844 2.366928 0.4 -1.0 -0.2 -0.8777
H -0.004703 0.338546 0.177488 1.8 -0.5 0.3 0.1805
```
Positions in Å, forces in eV/Å.

Summary:
LUMO level = 0.12270 Eh
orbital gap = 5.793 eV
charge = -1
energy above the lowest of the compared OMol25 structures with the same formula, charge and spin = 1.4388 eV

5.
An isolated molecule of C4H6O, computed with ωB97M-V with the def2-TZVPD basis set.

```
11
Properties=species:S:1:pos:R:3:forces:R:3:mulliken_charge:R:1
H 2.114618 0.951797 -0.786065 0.7 -2.2 1.6 0.2360
H 0.270361 1.234982 -0.648889 -0.8 -0.4 0.5 0.1546
H 2.975443 -0.800490 -0.199626 -1.6 1.3 -0.5 0.2425
C -0.040571 0.437953 0.121751 1.1 4.0 -2.0 -0.1464
C -2.501665 -0.123856 -0.068991 -10.0 -3.0 1.5 0.4873
C 2.167119 0.009826 -0.048798 -1.3 -1.2 -1.7 -0.6102
C -1.378405 0.104109 -0.085610 4.0 1.0 0.7 -0.9740
H 2.221816 0.221158 0.971939 1.0 1.5 1.6 0.3194
H 0.266303 0.911359 1.014372 -0.9 1.1 1.8 0.3287
H -3.599646 -0.517906 0.270485 3.5 1.4 -1.5 0.3162
O 0.784030 -0.571137 -0.016541 4.5 -3.6 -1.9 -0.3543
```
Positions in Å, forces in eV/Å.

Summary:
structure (SMILES) = C#CCOC
LUMO level = 0.03708 Eh
orbital gap = 10.633 eV
charge = 0
energy above the lowest of the compared OMol25 structures with the same formula, charge and spin = 3.8047 eV

6.
A cluster of 7 separate species, C50H59F12N8O2P2 in total, computed with ωB97M-V with the def2-TZVPD basis set.

```
133
Properties=species:S:1:pos:R:3:forces:R:3:mulliken_charge:R:1
C 1.709703 0.778100 4.879593 1.1 2.0 -0.7 -0.3290
H -0.005271 3.548855 -1.932828 0.0 -0.1 -0.2 0.7153
H -5.746233 -9.294841 -2.663466 -0.1 0.1 0.3 0.3428
C 4.260768 8.361961 4.614513 -0.5 -1.1 -0.7 -0.8514
H -0.789159 -2.409880 4.865195 -0.1 -0.4 0.0 0.2575
F -0.638747 -0.931566 -5.221071 -0.7 0.0 -0.6 -0.3523
C -0.795236 -4.531007 -2.968459 -0.1 -0.3 -0.7 -0.9298
N -3.306363 -0.513171 -1.647028 -0.2 0.8 1.6 0.1665
C -0.752871 8.181546 -1.814628 0.8 -0.5 0.8 -0.3154
C 0.321599 7.310314 -2.084625 -1.2 -0.7 1.4 -0.6937
C 4.125283 2.034937 -2.996834 0.0 0.3 -0.6 -0.7603
F -0.314652 0.727921 -3.787423 1.8 -0.1 1.1 -0.4155
C -4.216014 -2.508472 2.952288 0.5 0.3 0.2 -0.8639
H -2.118796 6.769100 0.885309 -0.3 0.3 -0.2 0.4468
H -3.563054 -3.438224 6.678732 0.2 -0.4 0.2 0.4755
H 3.091313 -3.206028 -4.921720 -0.2 -0.6 0.5 0.3943
C 1.984321 2.871470 -2.297407 0.1 -1.1 -1.1 -0.4951
F 1.338914 0.022931 -5.416756 0.9 0.2 0.6 -0.3303
C 3.318318 4.130839 4.141229 0.0 2.8 0.6 0.2742
C 2.898374 5.447822 -1.816113 -1.3 -2.4 -0.6 -0.6700
H -2.578127 9.865501 -1.127201 0.5 0.0 0.3 0.3166
H -3.326686 1.006179 -3.174729 -0.1 -0.1 0.3 0.3459
H 1.685976 -1.588740 2.922032 -0.1 -0.7 0.2 0.0983
H 5.333628 8.342722 4.422927 -0.2 0.8 0.4 0.4092
H -1.772568 -3.418145 6.557906 -0.2 -0.5 0.1 0.2695
H 0.033141 -2.497380 -3.080178 -0.1 0.0 0.1 0.9082
C 1.237242 -5.118675 -4.688033 -0.7 -0.1 0.6 -0.5115
C -1.718226 -2.408752 4.314518 -1.5 -0.3 -0.9 0.4687
C -1.719271 -6.819170 -3.166287 -1.2 -2.0 1.2 0.5424
F 0.507942 2.160102 -5.456875 -0.2 -1.2 0.2 -0.4081
H -5.079576 -6.864019 -3.197555 -0.3 -0.7 -0.1 0.4369
H -5.052047 -8.984246 -1.012611 -0.5 -0.2 0.0 0.3838
H 2.301353 -2.065647 -3.818521 -0.4 -0.1 -0.1 0.2001
H 0.434166 -7.149169 -4.705985 0.2 0.1 -0.4 0.6020
C -2.731570 8.925461 -0.597221 -0.5 0.2 0.0 -0.8243
H -3.598380 8.498383 -1.101548 -0.1 -0.3 0.4 0.3836
C -3.133366 -1.299371 1.032494 -1.3 -0.1 -0.5 1.0153
H -1.038634 -1.349046 2.633387 0.0 0.1 -0.3 0.3111
H 3.695793 8.881666 3.840680 0.4 -0.1 -0.3 0.3321
H -4.670031 -10.442569 -1.904799 0.9 0.3 -0.4 0.3795
H -0.453806 -8.343399 -2.336035 0.0 -0.5 -0.2 0.5466
C -0.454749 5.974440 -0.226475 0.1 0.5 0.0 -0.7097
H 0.681628 -3.740179 1.222756 0.2 -0.8 -0.8 -0.0082
C -2.570863 -8.936688 -2.408133 0.7 1.3 0.5 -0.2003
N -3.836309 -8.478555 -2.546153 1.3 -0.6 -1.1 0.0474
N 3.288445 3.130296 -2.440762 -0.4 1.5 0.6 0.2269
F 2.764231 -1.165084 0.270537 -1.8 0.8 0.2 -0.4357
C 0.488908 6.138650 -1.239576 -1.0 1.9 -1.8 0.5667
N -2.803885 -3.035477 4.800383 0.3 0.1 0.8 0.0401
C -0.703581 -5.865664 -3.428722 2.7 2.6 -1.2 0.8001
H 1.963370 -5.267527 -5.473504 0.3 0.0 0.2 0.4548
H -2.705411 -0.579357 -3.549596 -0.6 0.0 -1.0 0.3406
H -3.452130 -3.283745 0.248089 -0.2 0.0 0.2 0.5671
H 3.637846 -0.124291 2.386760 -0.1 -0.1 -0.2 0.6038
H 4.782195 4.582568 -2.472210 0.1 0.0 0.0 0.4438
P 1.348261 -0.489003 -0.320684 0.5 -1.1 1.1 1.6601
C 4.780615 5.913351 4.884410 -1.3 -0.8 -0.2 -0.2090
F 2.187233 -0.349045 -1.696199 -1.2 0.5 -0.1 -0.3598
H -0.284979 -5.331716 1.476062 0.4 0.0 -0.3 0.4654
N 2.325906 -0.003100 3.954973 -0.7 1.7 1.3 0.1778
C -1.474172 6.923908 0.032727 1.6 -1.2 -0.3 -0.2724
C 1.005402 -4.613601 3.121346 2.3 0.4 0.1 0.3917
C 0.333365 -6.139982 -4.334786 0.4 0.9 0.6 -0.5525
H 5.186564 2.220097 -2.831027 -0.2 0.2 -0.1 0.3427
C -3.034665 -6.427702 -3.387909 0.3 -0.1 -0.7 -0.4660
H 3.828520 2.070986 -4.045042 0.6 -0.4 -0.2 0.4267
H -2.815081 0.792757 1.355616 0.1 -0.1 0.2 0.4743
H 5.642090 6.251018 5.441404 0.2 0.1 -0.2 0.5003
F 1.766828 1.021859 0.179497 0.8 -0.1 -0.8 -0.4110
C -1.461218 -8.098685 -2.638758 -1.3 0.4 -0.3 -0.7075
N 1.169935 -3.868670 -4.142156 -0.8 -0.8 -0.7 0.2598
C 2.072798 -1.442862 3.930588 0.1 -0.7 -1.0 -0.8606
H -0.987203 9.121853 -2.291399 0.4 -0.2 -0.7 0.3958
H 1.700214 -2.394343 -5.508059 -0.2 0.5 0.3 0.4680
C -3.403473 -2.224130 0.045033 0.2 -0.5 -1.9 -0.5356
C 2.021552 2.173888 4.921012 -1.3 -1.8 1.0 -0.5792
F 0.644091 -0.570533 1.170343 0.0 -0.9 -0.2 -0.5491
C 4.537772 4.509661 4.710153 0.3 2.4 -0.8 -0.7072
H -4.567602 -0.288383 -3.302013 0.4 -0.2 -0.4 0.3730
H 1.720381 1.865199 -2.587503 -0.3 -0.2 0.2 0.4536
O 2.268633 -4.573267 3.008966 -1.7 0.1 -0.3 -0.7223
H 0.994628 0.315705 5.543869 0.2 0.0 0.1 0.5060
H 3.881770 8.812227 5.531969 0.6 -0.5 0.4 0.3158
F -0.178161 0.530182 -7.081775 0.0 0.0 2.3 -0.3434
H -4.731889 -3.652614 4.734935 -0.2 0.0 -0.2 0.5055
C -2.995437 0.006834 0.637153 0.8 1.2 0.2 -0.0013
O 0.365253 -4.671746 4.185221 -1.1 0.3 1.4 -0.6649
F -0.042965 0.173924 -0.894242 0.8 -0.4 -0.3 -0.3017
C -4.875039 -9.377571 -2.013639 -1.5 0.8 0.2 -0.9244
H -2.683803 -4.813055 5.816648 0.1 0.0 0.6 0.3679
F 0.756680 -1.991917 -0.724368 0.7 1.6 0.3 -0.3481
C 0.143318 -4.417105 1.886141 -0.2 1.1 -0.4 -0.2084
C 1.489860 5.104151 -1.650942 1.3 0.4 -0.3 0.9111
F -1.592976 1.251955 -5.377105 -1.0 -0.2 -1.2 -0.3840
C -1.899157 -1.829277 3.075291 -0.1 1.1 -0.2 -0.8478
H 1.444701 4.961862 3.508157 0.0 -0.2 -0.6 0.5371
C -2.699285 -3.759789 6.096850 0.1 0.5 -0.5 -0.9716
C 3.151227 0.557558 3.068434 1.6 1.5 0.1 -0.6313
C 2.768910 6.526965 3.864238 0.2 -0.1 0.4 -0.3515
C 3.731908 4.420401 -2.279867 -0.4 -0.4 0.6 -0.5245
H -2.727152 1.424990 -0.925288 -0.3 -0.1 -0.5 0.3922
C -2.986530 0.404490 -0.685085 -0.6 -1.7 -0.1 -0.3154
H -0.689955 -3.775304 2.172234 -0.5 -0.3 0.3 -0.1736
C 1.039480 3.813637 -2.002071 0.6 1.6 1.3 -0.7549
C 0.086845 -3.532101 -3.384924 0.7 -1.1 0.5 -0.8183
H 3.370873 6.405083 -1.652357 -0.4 0.2 0.1 0.6051
C 3.539987 1.939260 3.131266 -1.6 -2.3 -0.7 -0.5747
C -3.146677 -1.791670 2.408045 1.6 -1.1 1.1 -0.0914
C -3.529494 -0.058805 -3.061732 1.0 -0.5 0.7 -0.9798
H -1.656786 -4.333293 -2.347944 0.2 0.6 0.2 0.6914
C -3.996784 -3.086892 4.181772 0.3 -0.2 0.1 -0.2936
C -4.079634 -7.266086 -3.127921 -0.1 -0.3 1.3 -0.5600
H 1.651004 2.788729 5.727897 -0.5 -0.2 0.1 0.5749
H 5.383131 3.857615 4.873287 -0.2 -0.3 0.5 0.5197
N -1.594691 7.997978 -0.750012 0.6 -0.4 -0.8 0.0178
N 3.890023 6.883102 4.471171 2.1 -0.5 1.0 -0.0035
C -3.506476 -1.825868 -1.285810 0.7 1.6 0.0 -0.7701
H -3.640675 -2.469326 -2.142758 -0.3 -0.2 0.2 0.6700
H -0.342296 5.081257 0.370154 -0.4 0.1 0.3 0.6187
H 4.197935 2.343760 2.376357 0.2 -0.2 0.1 0.6045
C 2.470647 5.191336 3.755470 -1.1 -0.7 0.3 -0.6589
H -5.168262 -2.628712 2.457169 -0.1 0.1 0.0 0.5978
H 2.181114 7.380146 3.559290 -0.5 -0.4 -0.2 0.4549
P -0.129260 0.620234 -5.423876 -0.7 1.2 -1.7 1.3540
H 3.012538 -1.985137 4.035113 -0.1 -0.1 0.0 0.3870
H -2.514969 -9.906581 -1.936348 0.3 -0.1 -0.2 0.4014
H 0.936920 7.440990 -2.962522 0.0 0.3 0.0 0.5350
H 1.384633 -1.772642 4.708912 0.1 0.3 -0.1 0.3258
C 2.129479 -2.809703 -4.596297 -0.1 -0.1 -0.7 -1.0088
H 3.850556 1.056562 -2.602611 -0.2 0.3 0.3 0.1807
C 2.883184 2.756995 4.033320 1.4 -1.5 -0.5 0.9835
H -2.896890 9.092988 0.467066 -0.2 0.0 -0.2 0.3225
H -3.181973 -5.468958 -3.862786 -0.4 0.0 0.1 0.6596
```
Positions in Å, forces in eV/Å.

Summary:
LUMO level = -0.41845 Eh
orbital gap = 3.754 eV
charge = +5
energy above the lowest of the compared OMol25 structures with the same formula, charge and spin = 4.4692 eV

Question: Among the records above, which one has the highest LUMO level?
Answer: CH6NO2